5 unconnected molecules or ions with the total composition C28H34BrClF5N2O18S. Source: OMol25; level of theory: the ωB97M-V functional and the def2-TZVPD basis.

The LUMO energy comes out at -3.458 eV. The total energy is -6482.6739 a.u.

Geometry as ORCA input:
```
! wB97M-V def2-TZVPD RIJCOSX def2/J DEFGRID3
* xyz 1 1
Br 5.64 -2.93 1.40
Cl 7.51 -3.31 -2.69
S 5.68 -2.68 -3.30
F -8.72 -1.32 -1.05
F 1.89 -1.45 2.05
F -2.26 3.07 6.48
F 1.74 4.64 3.01
F -6.60 -1.95 -2.86
O 4.75 -2.91 -2.23
O -0.90 1.30 -1.67
O 3.02 0.82 -2.67
O -2.41 -2.96 -1.81
O 4.14 -2.14 3.53
O -1.64 4.51 2.33
O -7.97 0.64 -0.23
O -4.56 -2.84 -2.46
O -2.45 5.58 4.12
O -0.81 -3.93 1.01
O 1.08 2.15 0.72
O -3.77 -1.37 -0.98
O 2.03 4.16 0.81
O -7.87 2.85 0.19
O 2.18 2.94 -1.07
O 5.41 -3.25 -4.57
O -1.65 3.52 4.35
O -9.83 1.86 -0.33
N 2.18 -0.92 0.84
N 1.69 -4.90 -0.97
C -1.90 4.54 3.49
C -9.04 -0.28 -0.24
C 2.74 0.22 -1.49
C 3.72 0.24 -0.47
C 3.40 -0.34 0.74
C 0.56 -3.97 -0.95
C -5.11 -0.95 -1.30
C -0.82 0.18 -2.10
C -10.18 0.55 -0.79
C 0.31 -3.30 0.42
C 5.90 -0.93 -3.52
C -2.74 5.18 5.47
C 1.50 -0.41 -1.33
C -1.77 4.03 5.67
C 1.13 4.10 1.92
C 1.80 3.07 0.05
C 0.93 2.61 2.08
C 4.29 -0.37 1.94
C -5.70 -2.21 -1.89
C 6.08 -0.27 -1.05
C 1.23 -1.02 -0.11
C -8.50 1.90 -0.10
C 5.06 0.87 -0.74
C 0.00 -1.79 0.22
C 4.56 -1.77 2.49
C 6.71 -0.19 -2.45
C 0.52 -0.43 -2.47
C -3.48 -2.44 -1.76
H 1.21 -3.45 1.03
H 2.57 -4.40 -0.99
H -11.16 0.26 -0.42
H 6.84 -0.33 -0.28
H 5.39 1.46 0.10
H -1.71 -0.45 -2.24
H -10.19 0.54 -1.88
H 2.94 1.78 -2.54
H 6.39 -0.82 -4.48
H 1.71 2.17 2.70
H 1.68 -5.46 -0.13
H 6.79 0.85 -2.77
H 0.75 -3.19 -1.68
H 4.99 1.51 -1.60
H -3.78 4.84 5.54
H -0.78 4.33 6.03
H -0.34 -4.52 -1.21
H -0.05 2.35 2.47
H -5.63 -0.59 -0.42
H 3.88 0.21 2.77
H 7.73 -0.56 -2.40
H -0.98 -3.52 1.87
H 5.25 0.07 1.69
H 5.54 -1.21 -0.99
H -0.47 -1.36 1.11
H 0.42 -1.43 -2.87
H -2.59 6.00 6.16
H 0.94 0.18 -3.26
H 0.23 4.67 1.69
H -9.20 -0.66 0.77
H 4.90 -0.50 -3.63
H -6.16 -2.88 -1.16
H -0.71 -1.75 -0.60
H -5.07 -0.15 -2.04
*
```